[1]
Entry from the Open Molecules 2025 dataset: C18H9Br2MoN3O9 as an isolated structure in a non-equilibrium geometry (the ωB97M-V functional and the def2-TZVPD basis).

```
42
Properties=species:S:1:pos:R:3:forces:R:3:mulliken_charge:R:1
Mo -0.51077 -1.10784 0.33266 -1.52 0.62 -0.39 1.0157
Br -3.37166 -3.33233 -2.94292 -0.04 0.20 0.04 -0.0147
Br -5.21314 1.94588 -3.69857 0.08 -0.12 0.10 -0.0791
O 0.07260 -0.25303 -1.24523 -0.08 -0.21 -0.69 -0.3068
O 2.18295 -1.34057 3.16636 -0.14 0.43 -0.28 -0.5690
O 0.98025 -0.47905 0.98995 2.99 0.86 1.55 -0.4645
O 6.99837 0.72778 0.02016 -0.09 0.07 -0.16 -0.5687
O -0.42022 -2.63248 1.60284 -0.36 -0.15 0.45 -0.2865
O 6.16746 1.23406 -1.92120 0.05 -0.04 0.20 -0.5673
O 1.37544 0.60839 -2.83573 -0.16 -0.06 0.03 -0.4986
O -1.86342 -1.89160 -0.53911 -1.37 -1.41 -1.33 -0.7102
O 4.04199 -0.36694 3.65043 -0.09 0.29 0.00 -0.5119
N -1.92699 0.49651 0.19605 -0.01 -0.42 0.12 0.1669
N 6.09868 0.84943 -0.77738 -0.05 -0.11 0.02 1.0529
N 3.15581 -0.64640 2.89223 0.32 -0.84 0.05 0.9150
C -3.52287 2.44740 -0.98159 0.13 0.04 0.15 -0.4559
C 3.33101 -0.23820 1.48185 -0.64 0.29 -0.29 -0.7301
C 1.26425 0.21640 -1.72384 0.69 0.30 0.10 0.2928
C 2.23905 -0.17972 0.59788 0.91 0.22 -0.17 0.9382
C 4.73725 0.47346 -0.29239 -0.07 0.01 -0.08 -0.3524
C -1.98365 1.72215 0.71634 0.11 -0.01 0.17 -0.2504
C -3.49465 1.16454 -1.54813 0.10 -0.13 0.12 0.4892
C -1.06670 -1.79308 2.22440 0.13 -0.24 0.61 0.9638
C -2.70128 0.20559 -0.89954 -0.15 -0.18 -0.01 1.0645
C -3.41978 -1.55289 -2.39813 0.37 -0.37 0.26 -0.3910
C -1.52467 -1.85591 3.60119 -0.07 -0.01 0.32 -0.9993
C 2.41271 0.17962 -0.74503 -0.30 -0.15 0.33 0.4999
C -2.67776 -1.14479 -1.30398 -0.53 0.75 -0.64 0.5737
C -2.78732 2.70900 0.16136 -0.12 0.03 -0.17 -0.9473
C -4.20678 0.72221 -2.70627 -0.13 0.04 -0.08 -0.1734
C -4.16415 -0.59386 -3.10234 -0.12 0.12 -0.11 -0.3378
C 4.58939 0.10244 1.03173 0.05 -0.03 0.12 -0.2426
C 3.68570 0.51015 -1.18557 0.15 0.10 -0.11 -0.7572
H 5.44490 0.07290 1.69465 -0.02 0.02 0.01 0.6483
H -1.97748 -2.82864 3.81279 -0.01 -0.02 -0.10 0.3815
H -2.81799 3.68640 0.62020 0.05 -0.01 0.03 0.4414
H -4.12517 3.22666 -1.43033 -0.01 -0.02 -0.02 0.4091
H -4.70878 -0.91045 -3.98135 -0.03 0.02 0.02 0.4694
H -2.17788 -1.04122 3.89251 0.00 0.04 -0.12 0.3574
H 3.85976 0.78950 -2.21649 -0.03 0.03 -0.01 0.6555
H -0.60154 -1.82230 4.20203 0.00 0.06 -0.02 0.3248
H -1.37293 1.92084 1.58753 0.03 -0.01 -0.01 0.5544
```
Forces are in eV/Å.

Computed properties:
Orbital gap ... 5.49 eV
Multiplicity ... 1
HOMO ... -15.25 eV
Total charge ... +2

=====

[2]
Entry from the Open Molecules 2025 dataset: C18H9MnN7O2S4 as an isolated structure in a non-equilibrium geometry (the ωB97M-V functional and the def2-TZVPD basis).

```
41
Properties=species:S:1:pos:R:3:forces:R:3:mulliken_charge:R:1
Mn -0.87544 -1.44419 -0.09533 1.51 -0.46 0.24 0.3192
S -3.15102 -1.25234 -0.43845 -1.49 0.11 0.17 -0.4419
S -2.51786 1.47307 -2.03208 -0.11 0.57 0.16 -0.0637
S -1.79495 -0.93989 2.15041 -0.23 0.17 0.27 -0.3914
S -1.02730 3.15208 -0.12034 0.81 -0.50 0.29 -0.0920
O 2.82270 2.45661 -0.83408 0.55 -1.01 0.23 -0.8910
O 1.29502 -1.14423 0.37729 -1.00 -0.06 -0.54 -0.7554
N 2.35365 -6.72604 -0.27810 -1.37 0.04 -0.20 -0.5347
N -4.38010 0.86076 4.11304 -0.37 0.07 -0.02 -0.5673
N -0.39929 -3.42042 -0.92960 0.54 -1.86 -0.15 -0.5534
N -1.98657 -7.43385 -1.79160 2.33 0.94 0.69 -0.5384
N 0.95819 0.94035 -0.57086 1.07 -0.35 1.31 0.2836
N -5.94679 1.02113 -0.11779 1.40 -0.79 1.50 -0.6794
N -0.32107 0.59321 -0.80294 -3.40 2.47 -1.59 -0.9987
C 3.06800 0.37588 0.34072 1.28 1.14 -0.35 -0.1225
C -0.18886 -4.57268 -0.99360 -0.64 0.44 0.24 0.3778
C -1.01697 -6.85802 -1.44230 -2.60 -0.69 -0.70 0.1779
C -4.28223 0.16064 1.64103 0.90 -0.66 -0.06 0.1265
C -3.17970 -0.59872 1.18621 0.07 -0.23 0.10 0.8615
C 0.00748 -5.99529 -1.01398 -0.07 1.35 -0.01 -0.0611
C 1.69755 -0.01838 0.00415 0.48 0.02 0.96 0.9956
C 5.11673 0.14989 1.60550 -0.67 -1.89 0.97 -0.5414
C -5.19484 0.59038 0.67919 -2.32 1.36 -1.88 0.1200
C 3.86158 -0.34646 1.23146 0.40 -0.29 0.02 -0.5037
C -1.19762 1.62540 -0.93002 2.28 -2.50 0.13 0.3561
C -2.22841 4.09392 -1.07135 -0.04 0.09 2.04 -0.5152
C 5.55009 1.38023 1.16364 2.29 0.00 0.61 -0.2581
C 4.92213 2.06696 0.20251 -2.86 0.38 -1.39 -0.6610
C 1.25731 -6.45966 -0.58250 1.86 -0.18 0.17 0.2399
C -3.15038 3.19379 -1.83381 -0.73 -0.99 -0.90 -0.5849
C 3.60729 1.60862 -0.16060 -1.10 1.30 -0.28 0.7395
C -4.41611 0.56795 2.99637 0.63 -0.04 -0.08 -0.0131
H 3.47142 -1.28969 1.64661 0.29 0.50 -0.33 0.3431
H 5.76535 -0.48325 2.24588 -0.57 0.69 -0.25 0.2978
H 1.66717 1.87672 -0.80246 0.35 0.24 -0.15 0.5482
H -2.79451 4.59088 -0.24662 0.32 0.11 -0.96 0.2896
H -1.60550 4.78853 -1.59794 -0.30 0.48 -0.77 0.3528
H 5.15747 3.02667 -0.25932 0.38 -0.21 0.50 0.3591
H 6.47190 1.78266 1.58460 0.07 -0.16 -0.14 0.3117
H -4.13038 3.09564 -1.34383 0.32 0.16 -0.22 0.3401
H -3.26514 3.51114 -2.87904 -0.25 0.20 0.40 0.3284
```
Forces are in eV/Å.

Computed properties:
Orbital gap (spin up / spin down) ... 6.31 / 6.84 eV
Expectation value of S² ... 8.759
Multiplicity ... 6
HOMO (spin up / spin down) ... -2.43 / -2.96 eV
Total charge ... -2

=====

Q: multiplicity of number 1 (C18H9Br2MoN3O9)?
A: 1

=====

Q: Which of these has the highest total charge?
A: C18H9Br2MoN3O9

=====

Q: Which value of total charge does entry 2 give?
A: -2